P) This record from the Open Molecules 2025 dataset describes C5H8NS2 as an isolated structure. The level of theory is ωB97M-V with the def2-TZVPD basis set.

Summary:
LUMO level = -5.18 eV
Charge = +1

CARTESIAN COORDINATES (ANGSTROEM)
C1 -3.52856 -0.69241 0.37165
C2 -3.63550 0.65045 0.42036
C3 -1.20312 0.16063 -0.12869
C4 2.74672 1.18043 -0.53072
C5 2.56733 -0.97926 0.07550
N1 1.95598 0.21001 -0.41496
S1 -1.94672 -1.31961 -0.07571
S2 -2.16630 1.47406 0.29043
H1 -4.16103 -1.52575 0.41607
H2 -4.53472 1.14592 0.55885
H3 2.35247 2.17104 -0.98905
H4 -0.12151 0.39731 -0.28131
H5 3.75106 1.20388 -0.33554
H6 3.48227 -0.69364 0.42263
H7 2.62150 -1.82577 -0.62619
H8 1.82014 -1.55729 0.82666

Atomic partial charges in e from the Löwdin method, atoms 1 to 6: -0.37, -0.41, -0.69, -0.03, -0.14, -0.12

Q) This record from the Open Molecules 2025 dataset describes an isolated ion of composition C5H8NS2 and charge +1. The level of theory is ωB97M-V with the def2-TZVPD basis set.

Summary:
LUMO level = -5.12 eV
Charge = +1

CARTESIAN COORDINATES (ANGSTROEM)
C1 1.42813 1.01592 -0.73691
C2 0.36631 1.78085 -0.52800
C3 1.65720 -0.35833 -0.22792
C4 -1.33638 -0.32275 -0.03715
C5 -2.70394 -0.85904 0.13901
N1 2.10044 -0.43570 1.05921
S1 -1.14823 1.34971 0.27173
S2 -0.11075 -1.35117 -0.53051
H1 2.24407 1.42829 -1.31612
H2 0.31920 2.79867 -0.88320
H3 2.26680 -0.96000 -0.90130
H4 -3.14574 -0.49326 1.06681
H5 -2.71398 -1.94696 0.13726
H6 -3.34216 -0.50625 -0.67449
H7 2.40882 -1.32734 1.41298
H8 1.71023 0.18738 1.74860

Atomic partial charges in e from the Löwdin method, atoms 1 to 6: -0.14, -0.36, -0.50, -0.93, -0.15, 0.09

Stability check: which of them is most stable? Q).

P) This record from the Open Molecules 2025 dataset describes a 2-piece molecular cluster, C7H13N2O2 overall. The level of theory is ωB97M-V with the def2-TZVPD basis set.

Summary:
LUMO level = -3.25 eV
Charge = +1

CARTESIAN COORDINATES (ANGSTROEM)
C1 3.45260 -0.08506 -0.60201
C2 3.06504 0.07175 0.69735
C3 1.24157 -0.37465 -0.48072
C4 -1.48891 0.30930 1.30585
C5 -2.35570 -1.68092 0.12230
C6 -2.49565 1.72114 -1.10168
C7 -1.99961 -0.22207 0.21708
N1 1.74373 -0.26453 0.79293
N2 2.28704 -0.44546 -1.26249
O1 3.65645 0.56148 1.79116
O2 -2.14924 0.37941 -1.05153
H1 4.41627 -0.09698 -0.92835
H2 0.25984 -0.63161 -0.78794
H3 -1.17751 1.22901 1.30404
H4 -1.32383 -0.20749 2.23144
H5 -3.38942 -1.88988 0.02117
H6 -2.04364 -2.34621 1.09391
H7 -1.84242 -2.17973 -0.71452
H8 -3.53244 1.64318 -1.44048
H9 -1.89756 2.13386 -1.92150
H10 -2.45013 2.32286 -0.19202
H11 1.18642 -0.16434 1.62663
H12 2.21927 -0.66492 -2.30236
H13 4.61783 0.88184 1.58176

Atomic partial charges in e from the Löwdin method, atoms 1 to 6: 0.04, -0.33, -0.02, 0.04, -0.03, -0.09

Q) This record from the Open Molecules 2025 dataset describes an isolated ion of composition C7H13N2O2 and charge +1. The level of theory is ωB97M-V with the def2-TZVPD basis set.

Summary:
LUMO level (alpha / beta) = -4.25 / -4.24 eV
Charge = +1

CARTESIAN COORDINATES (ANGSTROEM)
C1 -0.42079 -2.19243 -0.54660
C2 0.07014 0.67949 0.64289
C3 -1.23256 -0.16474 1.10833
C4 1.39893 -0.06188 0.96091
C5 1.43049 -1.56114 1.04015
C6 -2.31006 -0.69280 0.02644
C7 2.39368 0.23695 -0.15390
N1 0.57986 -2.31076 0.40433
N2 -2.86144 0.34539 -0.89698
O1 -1.53441 -1.55755 -0.74517
O2 1.69809 0.00627 -1.35715
H1 -0.12198 -2.73118 -1.42282
H2 -0.04992 1.01625 -0.38169
H3 0.16162 1.71216 1.21507
H4 -1.03386 -1.03350 1.74172
H5 -1.76660 0.50099 1.70499
H6 1.80069 0.33834 1.91243
H7 2.16782 -2.02041 1.66088
H8 3.34952 -0.31836 -0.02298
H9 2.77992 1.28348 -0.24987
H10 -2.98112 1.18636 -0.19466
H11 -3.76422 0.08031 -1.33293
H12 -2.13592 0.49363 -1.69669
H13 2.31432 0.21196 -2.05263

Atomic partial charges in e from the Löwdin method, atoms 1 to 6: -0.07, -0.11, -0.12, -0.27, -0.02, -0.27

Stability check: which of them is most stable? P).

P) This record from the Open Molecules 2025 dataset describes a 2-piece molecular cluster, C9H15P overall. The level of theory is ωB97M-V with the def2-TZVPD basis set.

Summary:
SMILES = CC1=CCC=C[C@H]1C.C=P
LUMO level = 0.25 eV

CARTESIAN COORDINATES (ANGSTROEM)
C1 0.44082 -0.37238 -2.37052
C2 -0.94688 -0.04485 -1.88197
C3 1.35232 -0.92920 -1.57979
C4 -1.13400 -0.30390 -0.43614
C5 1.10155 -1.25268 -0.13172
C6 -0.24761 -0.83101 0.36399
C7 2.20018 -0.55797 0.69964
C8 -0.55438 -1.00717 1.79313
C9 -1.00367 2.56543 1.34854
P1 -1.30729 3.33084 -0.06383
H1 0.64734 0.04465 -3.40132
H2 -1.79930 -0.61829 -2.42722
H3 2.20699 -1.28767 -2.02327
H4 -2.19920 0.03769 -0.00141
H5 1.23786 -2.26039 0.10402
H6 2.32645 -1.07779 1.68662
H7 1.71225 0.48114 0.92457
H8 3.16220 -0.78716 0.32438
H9 -1.56988 -0.81850 1.82871
H10 -0.10659 -0.29279 2.37992
H11 -0.22187 -2.03199 2.13002
H12 -0.14614 2.78185 1.95232
H13 -1.52480 1.72141 1.48658
H14 -2.46202 2.52649 -0.66617
H15 -1.16433 0.98425 -2.03910

Atomic partial charges in e from the Löwdin method, atoms 1 to 6: -0.08, -0.21, -0.06, -0.12, -0.33, -0.32

Q) This record from the Open Molecules 2025 dataset describes C9H15P as an isolated structure. The level of theory is ωB97M-V with the def2-TZVPD basis set.

Summary:
LUMO level = 0.86 eV

CARTESIAN COORDINATES (ANGSTROEM)
C1 -0.22108 1.43293 -0.19387
C2 1.00311 0.99890 0.07892
C3 1.05686 -0.48392 0.22503
C4 -0.11719 -1.05547 -0.04122
C5 -1.34812 0.44633 -0.39025
C6 2.18686 1.89797 0.44073
C7 2.32405 -1.14874 0.39394
C8 -0.71133 -2.43386 -0.02721
C9 -2.16862 0.49548 -1.66800
P1 -2.42248 0.17410 1.14681
H1 -0.44940 2.47794 -0.25903
H2 2.44267 1.85891 1.51289
H3 1.93832 2.96321 0.20946
H4 3.06501 1.32729 -0.12749
H5 2.07254 -2.16182 0.46413
H6 2.83411 -0.95733 1.28143
H7 2.98028 -0.92344 -0.59348
H8 -1.48476 -2.43804 -0.71796
H9 -1.19357 -2.56308 1.01618
H10 -0.00657 -3.24026 -0.16251
H11 -2.83144 1.36332 -1.52379
H12 -2.95176 -0.25437 -1.68455
H13 -1.71030 0.42199 -2.60725
H14 -2.87180 1.51081 1.12260
H15 -1.41540 0.29114 2.10449

Atomic partial charges in e from the Löwdin method, atoms 1 to 6: -0.13, -0.27, -0.30, -0.12, -0.56, -0.05

Stability check: which of them is most stable? Q).

P) This record from the Open Molecules 2025 dataset describes a 2-piece molecular cluster, C9H16N3 overall. The level of theory is ωB97M-V with the def2-TZVPD basis set.

Summary:
LUMO level (alpha / beta) = -4.79 / -4.79 eV
Charge = +1

CARTESIAN COORDINATES (ANGSTROEM)
C1 3.22689 -1.03671 -0.49299
C2 1.82390 -0.92501 -0.51711
C3 4.02234 0.02795 -0.13816
C4 -2.22856 1.95654 -0.55765
C5 -1.77461 2.17338 0.82177
C6 -1.42852 0.71858 -1.01325
C7 -0.76541 1.04865 1.14193
C8 -0.09833 0.79854 -0.29400
C9 0.86460 -0.10516 -0.59877
N1 3.61080 1.10953 0.41178
N2 2.58158 1.78599 0.20745
N3 0.98215 -3.52006 0.01871
H1 3.69826 -2.05221 -0.45637
H2 1.41686 -1.89938 -0.17239
H3 5.14652 -0.12247 -0.13492
H4 -3.26154 1.85983 -0.65538
H5 -1.95498 2.71490 -1.17766
H6 -1.23716 3.12114 0.88286
H7 -2.60990 2.20830 1.59981
H8 -1.92285 -0.27419 -0.62870
H9 -1.36059 0.62676 -2.14071
H10 -0.14932 1.16272 2.05214
H11 -1.28954 0.06722 1.30193
H12 0.38153 1.78540 -0.48530
H13 2.39503 2.33129 1.01701
H14 0.00469 -3.68140 0.08570
H15 1.44970 -3.91951 0.81266
H16 1.39595 -4.15183 -0.80722

Atomic partial charges in e from the Löwdin method, atoms 1 to 6: -0.04, -0.08, -0.15, -0.18, -0.19, -0.15

Q) This record from the Open Molecules 2025 dataset describes a 2-piece molecular cluster, C9H16N3 overall. The level of theory is ωB97M-V with the def2-TZVPD basis set.

Summary:
LUMO level = -2.71 eV
Charge = +1

CARTESIAN COORDINATES (ANGSTROEM)
C1 -1.34223 1.33212 -1.15843
N1 -1.43066 2.66240 -1.09538
N2 -2.29933 0.63403 -1.75925
N3 -0.28915 0.71014 -0.61552
C2 -3.47936 1.23142 -2.37609
H1 -2.23444 3.14095 -1.50944
H2 -0.69551 3.20343 -0.63346
H3 -2.19983 -0.38367 -1.78947
H4 -0.21799 -0.30933 -0.66192
H5 0.44457 1.25364 -0.15421
H6 -4.09884 0.42087 -2.79548
H7 -3.20083 1.91942 -3.19197
H8 -4.08055 1.78723 -1.63702
C3 -0.42626 -2.81876 -0.97340
C4 -0.43686 -2.71969 -2.36468
C5 -1.63435 -2.89766 -0.28067
C6 -1.64905 -2.70193 -3.05466
C7 -2.84222 -2.87926 -0.97818
C8 -2.86887 -2.78431 -2.37400
C9 -4.17583 -2.80064 -3.12639
H9 0.52613 -2.82998 -0.42711
H10 0.50851 -2.65138 -2.91896
H11 -1.63700 -2.97025 0.81493
H12 -1.64939 -2.61937 -4.14956
H13 -3.78923 -2.93741 -0.42555
H14 -4.08836 -2.22430 -4.06276
H15 -4.97847 -2.35676 -2.51374
H16 -4.45666 -3.83757 -3.37644

Atomic partial charges in e from the Löwdin method, atoms 1 to 6: -0.44, 0.21, 0.06, 0.21, -0.04, 0.12

Stability check: which of them is most stable? Q).

P) This record from the Open Molecules 2025 dataset describes a 8-piece molecular cluster, C7H26O8 overall. The level of theory is ωB97M-V with the def2-TZVPD basis set.

Summary:
SMILES = C=C(CC)CCC=O.O.O.O.O.O.O.O
LUMO level = 0.28 eV

CARTESIAN COORDINATES (ANGSTROEM)
O1 0.44976 0.80056 1.61470
C1 0.78913 -0.12618 2.31234
C2 -0.20316 -0.92734 3.09324
C3 -0.27348 -2.36693 2.54422
C4 -0.18413 -2.39130 1.01910
C5 0.99630 -2.58938 0.43158
C6 -1.42618 -2.04816 0.26042
C7 -1.37740 -2.28439 -1.26347
H1 1.86665 -0.32185 2.40885
H2 0.04203 -0.98051 4.15835
H3 -1.19713 -0.49588 3.07989
H4 -1.25717 -2.78951 2.75427
H5 0.52300 -3.02136 2.88898
H6 1.89178 -2.98203 0.89775
H7 1.07763 -2.36772 -0.62752
H8 -2.22872 -2.70373 0.62549
H9 -1.76867 -1.04076 0.52186
H10 -0.79563 -3.17489 -1.47447
H11 -1.04982 -1.34417 -1.70472
H12 -2.38031 -2.44448 -1.66326
H13 -3.20259 2.90684 0.68327
H14 -2.89925 1.72001 -0.13730
O2 -3.61399 2.09002 0.39378
H15 3.63984 -0.49620 0.39367
H16 4.23414 -0.40278 -1.04034
O3 4.36971 -0.77435 -0.16449
H17 -2.46602 2.05956 -2.04587
H18 -1.76003 0.96892 -2.66841
O4 -1.83537 1.37237 -1.79098
H19 -0.62481 1.90230 0.46338
H20 -0.78704 2.82165 1.61130
O5 -0.97701 2.78651 0.66654
H21 2.07001 1.07365 -1.74159
H22 2.99401 2.25155 -1.88176
O6 2.94577 1.31022 -2.07714
H23 0.15734 3.33500 -1.09794
H24 1.34191 3.90684 -0.24189
O7 1.10362 3.47906 -1.07031
H25 1.18873 1.05093 -3.89086
H26 0.17894 1.51202 -2.86835
O8 0.44762 0.72590 -3.37234

Atomic partial charges in e from the Löwdin method, atoms 1 to 6: 0.03, -0.23, -0.13, -0.15, -0.34, 0.05

Q) This record from the Open Molecules 2025 dataset describes a 8-piece molecular cluster, C7H26O8 overall. The level of theory is ωB97M-V with the def2-TZVPD basis set.

Summary:
SMILES = CCC/C=C/C=C/O.O.O.O.O.O.O.O
LUMO level = 0.21 eV

CARTESIAN COORDINATES (ANGSTROEM)
C1 0.83966 -2.60503 -3.51969
C2 1.84486 -2.13621 -2.42944
C3 2.13378 -0.65854 -2.41501
C4 1.99368 -0.13495 -0.96888
C5 2.38795 -0.95238 0.05912
C6 1.90853 -0.92628 1.39123
C7 1.49983 0.03074 2.22210
O1 0.81367 -0.21584 3.37806
H1 1.11928 -3.58368 -3.90506
H2 0.98499 -1.92169 -4.44632
H3 -0.13573 -2.61123 -3.00711
H4 2.98948 -2.60497 -2.53054
H5 1.46093 -2.56821 -1.50290
H6 1.42910 0.03213 -3.09816
H7 3.19101 -0.39036 -2.84288
H8 1.49368 0.73990 -0.91947
H9 2.98509 -1.77649 -0.23114
H10 1.80434 -1.94802 1.84580
H11 1.37612 1.04663 2.02435
H12 -0.19259 0.08898 3.22283
H13 -1.72929 2.31229 2.46014
H14 -1.82172 0.85481 1.75795
O2 -1.13905 1.56908 2.20472
H15 -3.44287 3.07191 0.78989
H16 -3.53313 1.48491 1.05451
O3 -3.53965 2.37035 1.40686
H17 -0.13242 2.39630 -1.69137
H18 0.31372 2.32488 -3.11480
O4 -0.51180 2.45493 -2.63031
H19 -1.34350 -1.89483 2.78515
H20 -2.36780 -2.45646 2.16261
O5 -1.54494 -2.20400 1.91304
H21 -2.31307 0.04832 -0.29326
H22 -2.09856 -0.85198 1.03756
O6 -2.61570 -0.05299 0.67348
H23 -0.95110 0.69212 -2.02179
H24 -0.97875 -0.73510 -1.97285
O7 -0.93380 0.02434 -1.33725
H25 -0.51238 1.85784 0.64186
H26 0.98470 2.07761 0.53541
O8 0.19260 2.13042 0.04427

Atomic partial charges in e from the Löwdin method, atoms 1 to 6: -0.11, -0.31, -0.24, -0.08, -0.12, -0.09

Stability check: which of them is most stable? P).

P) This record from the Open Molecules 2025 dataset describes a 2-piece molecular cluster, CH5N2S2 overall. The level of theory is ωB97M-V with the def2-TZVPD basis set.

Summary:
LUMO level (alpha / beta) = -7.98 / -8.00 eV
Charge = +1

CARTESIAN COORDINATES (ANGSTROEM)
C1 -0.43230 -0.31391 0.00576
N1 -0.15449 0.76967 0.58169
N2 -1.60986 -0.80577 -0.30677
S1 3.54989 0.33733 0.04317
S2 0.95469 -1.51031 -0.26035
H1 -0.79984 1.51901 0.73630
H2 0.81018 1.03939 0.51053
H3 -2.47906 -0.34082 0.07822
H4 -1.77828 -1.63489 -0.80038
H5 3.82605 -0.96997 -0.04498

Atomic partial charges in e from the Löwdin method, atoms 1 to 6: -0.78, 0.16, 0.15, 0.55, 0.69, 0.15

Q) This record from the Open Molecules 2025 dataset describes a 2-piece molecular cluster, CH5N2S2 overall. The level of theory is ωB97M-V with the def2-TZVPD basis set.

Summary:
LUMO level (alpha / beta) = -6.22 / -6.21 eV
Charge = +1

CARTESIAN COORDINATES (ANGSTROEM)
C1 -1.57644 -0.05044 0.84025
N1 1.00400 0.40640 0.92909
N2 -1.87732 -1.02735 0.02877
S1 -0.73430 2.19983 2.56870
S2 -2.02617 0.94059 2.00416
H1 1.42495 1.05823 0.27346
H2 1.18211 -0.50052 0.53324
H3 -2.56841 -0.99544 -0.71004
H4 -1.53000 -1.90349 0.06967
H5 1.70097 0.52200 1.70467

Atomic partial charges in e from the Löwdin method, atoms 1 to 6: -0.45, 0.00, 0.17, 0.30, 0.57, 0.05

R) This record from the Open Molecules 2025 dataset describes a 2-piece molecular cluster, CH5N2S2 overall. The level of theory is ωB97M-V with the def2-TZVPD basis set.

Summary:
LUMO level = -5.54 eV
Charge = +1

CARTESIAN COORDINATES (ANGSTROEM)
C1 -1.64526 0.54461 0.24776
N1 0.05678 -0.54040 -0.99800
N2 -0.90590 1.55170 0.65046
S1 -2.91007 0.09350 -0.75706
S2 -2.21334 -0.89912 1.02390
H1 0.73416 0.24430 -0.99558
H2 -0.12375 -0.75928 -1.99208
H3 -0.87816 2.27895 -0.02419
H4 0.61674 -1.34444 -0.67300
H5 -0.26315 1.47726 1.45347

Atomic partial charges in e from the Löwdin method, atoms 1 to 6: -1.15, -0.01, 0.15, 0.78, 0.74, 0.06

Stability check: which of them is most stable? R).